No. 1
Computed, not measured: a molecular structure, C21H15Cl2IInN5 in a non-equilibrium geometry, with ωB97M-V/def2-TZVPD.

Atoms and positions in Å:
In: -0.801 0.523 0.128
C: 4.294 -2.228 -0.702
C: 4.752 -0.926 -0.501
C: 3.864 0.133 -0.492
C: 2.514 -0.121 -0.700
C: 2.048 -1.413 -0.895
C: 2.944 -2.473 -0.895
N: 1.503 0.892 -0.656
N: 1.865 2.051 -0.522
C: 0.792 2.992 -0.322
C: 1.142 4.326 -0.491
C: 0.186 5.313 -0.310
C: -1.104 4.960 0.066
C: -1.441 3.620 0.246
C: -0.498 2.615 0.057
H: 4.995 -3.054 -0.688
H: 5.807 -0.742 -0.340
H: 4.198 1.147 -0.316
H: 0.982 -1.583 -1.017
H: 2.579 -3.484 -1.026
H: 2.162 4.567 -0.767
H: 0.448 6.354 -0.446
H: -1.847 5.731 0.233
H: -2.445 3.368 0.569
I: -7.005 -0.952 -0.215
C: -5.326 0.178 -0.578
C: -5.289 1.455 -1.078
N: -3.988 1.795 -1.143
N: -3.176 0.808 -0.725
C: -3.981 -0.190 -0.374
H: -6.079 2.121 -1.388
H: -3.588 2.646 -1.497
H: -3.543 -1.118 -0.026
Cl: 0.663 -0.361 2.323
C: 0.444 -2.029 1.791
C: 1.184 -2.993 2.455
C: 1.053 -4.321 2.106
C: 0.158 -4.648 1.087
C: -0.572 -3.675 0.441
Cl: -1.666 -4.167 -0.823
C: -0.487 -2.268 0.733
N: -1.249 -1.390 0.048
H: 1.862 -2.695 3.247
H: 1.622 -5.087 2.617
H: 0.024 -5.680 0.787

Properties
energy relative to the best compared isomer or geometry (same formula, charge and spin) = 60.6 kJ/mol
HOMO energy = -0.244 Ha
LUMO level = -0.035 Eh
net charge = 0
gap between HOMO and LUMO = 5.70 eV


No. 2
Computed, not measured: a molecular structure, C21H15Cl36IN6O2S in a non-equilibrium geometry, with ωB97M-V/def2-TZVPD.

Atoms and positions in Å:
C: -0.085 1.924 3.676
C: 0.237 2.669 2.299
O: 0.498 3.926 2.386
N: 0.310 2.030 0.946
C: -0.893 1.122 0.854
C: -2.217 1.756 0.146
O: -0.935 -0.075 1.234
C: 1.570 1.289 0.720
C: 2.754 1.149 1.796
C: 4.068 0.340 1.519
C: 5.260 0.254 2.621
C: 6.237 1.556 2.577
N: 7.248 1.477 1.463
N: 6.979 1.750 3.863
N: 5.449 2.842 2.348
C: 4.317 -0.434 0.175
N: 5.435 -1.239 -0.234
S: 5.062 -1.819 -1.822
N: 3.547 -1.043 -2.054
C: 3.159 -0.288 -0.895
C: 1.836 0.559 -0.647
I: 0.449 0.613 -2.334
H: 0.865 1.575 4.244
H: -0.626 2.637 4.411
H: -0.751 1.001 3.582
H: -2.800 0.951 -0.444
H: -2.894 2.308 0.891
H: -1.836 2.495 -0.663
H: 2.700 1.660 2.816
H: 5.955 -0.636 2.355
H: 4.825 0.160 3.680
H: 6.746 1.142 0.612
H: 7.576 2.424 1.193
H: 6.247 1.995 4.561
H: 7.592 2.577 3.820
H: 6.086 3.611 2.660
H: 5.442 2.928 1.309
C: 0.108 -2.849 -5.020
Cl: 0.931 -3.097 -6.575
Cl: 1.199 -2.009 -3.898
Cl: -1.352 -1.865 -5.271
Cl: -0.348 -4.426 -4.332
C: -4.170 -4.197 -7.305
Cl: -2.995 -4.480 -6.001
Cl: -3.557 -2.924 -8.383
Cl: -4.402 -5.697 -8.230
Cl: -5.724 -3.686 -6.611
C: -9.279 -3.728 -4.673
Cl: -10.533 -4.436 -5.713
Cl: -8.525 -2.352 -5.507
Cl: -10.013 -3.170 -3.154
Cl: -8.044 -4.955 -4.318
C: -4.871 -4.941 -1.233
Cl: -4.113 -3.730 -0.176
Cl: -4.381 -6.569 -0.716
Cl: -6.639 -4.795 -1.128
Cl: -4.350 -4.671 -2.912
C: 3.702 6.247 2.092
Cl: 2.842 5.061 1.090
Cl: 2.680 6.716 3.468
Cl: 5.204 5.523 2.696
Cl: 4.074 7.684 1.115
C: 0.372 9.461 1.534
Cl: -0.790 10.008 2.762
Cl: 2.016 9.925 2.025
Cl: 0.284 7.692 1.377
Cl: -0.017 10.216 -0.027
C: 3.140 -3.784 1.756
Cl: 4.273 -3.610 3.115
Cl: 3.880 -4.794 0.495
Cl: 1.642 -4.552 2.328
Cl: 2.769 -2.179 1.087
C: -4.690 4.916 2.086
Cl: -5.227 6.404 2.896
Cl: -2.916 4.908 1.977
Cl: -5.232 3.504 3.019
Cl: -5.383 4.848 0.451
C: -5.419 -10.611 -0.408
Cl: -5.087 -11.869 -1.617
Cl: -3.930 -9.697 -0.080
Cl: -6.667 -9.508 -1.027
Cl: -5.992 -11.369 1.094

Properties
HOMO energy = -0.312 Ha
LUMO level = -0.063 Eh
net charge = 0
gap between HOMO and LUMO = 6.77 eV


No. 3
Computed, not measured: a molecular structure, C21H15F6N4O7S3Sn in a non-equilibrium geometry, with ωB97M-V/def2-TZVPD.

Atoms and positions in Å:
Sn: -0.544 0.682 -0.365
O: 3.863 0.652 3.273
C: 3.968 1.857 2.695
C: 5.113 2.607 2.966
C: 5.295 3.848 2.390
C: 4.320 4.383 1.560
C: 3.176 3.659 1.298
C: 2.979 2.395 1.847
C: 1.743 1.662 1.505
O: 0.877 2.205 0.740
N: 1.600 0.501 2.102
N: 0.442 -0.128 1.793
C: 0.053 -1.083 2.549
C: -1.251 -1.675 2.427
C: -1.464 -2.940 2.971
C: -2.704 -3.541 2.943
C: -3.781 -2.840 2.410
C: -3.607 -1.568 1.911
C: -2.339 -0.964 1.846
O: -2.217 0.217 1.291
H: 2.994 0.271 2.958
H: 5.858 2.180 3.623
H: 6.199 4.406 2.593
H: 4.464 5.352 1.104
H: 2.397 4.054 0.665
H: 0.686 -1.427 3.376
H: -0.616 -3.468 3.392
H: -2.825 -4.545 3.321
H: -4.762 -3.296 2.371
H: -4.433 -1.021 1.475
F: 0.782 3.485 -2.463
C: 0.964 2.781 -3.574
F: 0.152 3.279 -4.511
F: 2.219 3.002 -3.989
S: 0.691 0.946 -3.309
O: 1.436 0.650 -2.121
O: 1.113 0.315 -4.509
N: -0.865 0.937 -3.063
S: -1.449 -0.519 -3.231
O: -1.504 -1.023 -4.558
O: -0.967 -1.396 -2.208
C: -3.234 -0.158 -2.806
F: -3.631 0.958 -3.414
F: -4.031 -1.149 -3.226
F: -3.464 -0.014 -1.505
S: -2.068 2.846 -0.878
C: -2.433 3.549 0.616
N: -2.771 2.785 1.684
C: -3.028 3.308 2.889
C: -3.012 4.658 3.097
C: -2.699 5.498 2.008
C: -2.426 4.953 0.789
H: -2.698 1.748 1.563
H: -3.234 2.604 3.680
H: -3.218 5.070 4.070
H: -2.660 6.567 2.144
H: -2.168 5.557 -0.063

Properties
energy relative to the best compared isomer or geometry (same formula, charge and spin) = 117.5 kJ/mol
HOMO energy = -0.176 Ha
LUMO level = 0.074 Eh
net charge = -1
gap between HOMO and LUMO = 6.80 eV


No. 4
Computed, not measured: a molecular structure, C21H16BrIN2O3RuS, with ωB97M-V/def2-TZVPD.

Atoms and positions in Å:
Ru: -0.665 -0.348 -1.084
I: -1.060 2.138 -2.084
C: -0.500 2.922 -0.204
C: -0.630 4.257 0.073
C: -0.142 4.737 1.297
C: 0.490 3.890 2.173
C: 0.644 2.520 1.874
C: 1.366 1.647 2.725
C: 1.564 0.322 2.393
C: 1.003 -0.189 1.228
C: 0.209 0.603 0.388
C: 0.104 2.005 0.666
H: -1.087 4.938 -0.632
H: -0.252 5.786 1.533
H: 0.890 4.269 3.105
H: 1.794 2.048 3.636
H: 2.153 -0.321 3.032
H: 1.171 -1.237 0.995
Br: -1.251 -2.815 0.251
C: -2.776 -1.712 0.553
C: -3.855 -2.117 1.300
C: -4.900 -1.210 1.432
C: -4.809 0.033 0.823
C: -3.674 0.342 0.096
N: -2.665 -0.526 -0.041
H: -3.884 -3.095 1.758
H: -5.776 -1.476 2.007
H: -5.605 0.758 0.908
H: -3.556 1.300 -0.393
N: -0.646 -1.635 -3.044
C: 0.697 -1.737 -2.589
C: 1.483 -0.568 -2.573
C: 2.699 -0.573 -1.890
C: 3.096 -1.718 -1.220
C: 2.370 -2.914 -1.332
C: 1.179 -2.926 -2.018
S: 4.474 -1.631 -0.109
O: 4.316 -2.642 0.882
O: 5.429 -2.072 -1.258
O: 4.665 -0.270 0.267
H: -0.774 -1.233 -3.967
H: -1.150 -2.515 -3.007
H: 1.192 0.293 -3.156
H: 3.319 0.313 -1.842
H: 2.746 -3.806 -0.846
H: 0.605 -3.840 -2.104

Properties
energy relative to the best compared isomer or geometry (same formula, charge and spin) = 0.0 kJ/mol
HOMO energy (spin up / spin down) = -0.533 / -0.546 Ha
multiplicity = 5
LUMO level (spin up / spin down) = -0.267 / -0.327 Eh
net charge = +2
gap between HOMO and LUMO (spin up / spin down) = 7.23 / 5.94 eV
⟨S²⟩ = 6.075


No. 5
Computed, not measured: a molecular structure, C21H16BrN3O7W in a non-equilibrium geometry, with ωB97M-V/def2-TZVPD.

Atoms and positions in Å:
W: -1.118 -0.705 -0.712
N: -2.761 0.328 -1.883
C: -2.704 1.780 -1.556
C: -2.461 1.928 -0.066
O: -3.075 2.745 0.595
N: -1.567 1.019 0.418
C: -1.675 0.745 1.857
C: -1.302 -0.725 1.976
O: -1.488 -1.306 3.276
O: -1.931 -1.396 0.946
H: -2.557 0.176 -2.866
H: -3.696 -0.021 -1.705
H: -3.619 2.300 -1.821
H: -1.884 2.224 -2.117
H: -2.695 0.906 2.202
H: -1.008 1.364 2.462
O: 0.168 -3.695 -3.080
C: -0.096 -3.004 -2.142
O: -1.192 -2.267 -1.992
C: 0.731 -2.979 -0.862
C: 1.422 -4.076 -0.421
C: 1.674 -4.197 0.944
C: 1.246 -3.215 1.815
C: 1.193 -3.390 3.282
C: 0.535 -2.547 4.069
C: -0.058 -1.273 3.542
C: 0.246 -0.928 2.093
C: 0.710 -2.062 1.260
N: 0.451 -1.962 -0.043
H: 1.654 -4.862 -1.129
H: 2.133 -5.099 1.336
H: 1.642 -4.289 3.692
H: 0.445 -2.748 5.130
H: 0.168 -0.454 4.226
H: 0.850 -0.039 1.911
Br: 2.644 3.258 1.550
C: 2.178 3.325 -0.284
C: 2.553 4.416 -1.048
C: 2.198 4.453 -2.390
C: 1.469 3.415 -2.951
C: 1.107 2.327 -2.172
C: 1.460 2.277 -0.832
C: 0.274 1.248 -2.804
O: -0.200 1.365 -3.902
O: -0.017 0.241 -1.991
H: 3.112 5.228 -0.601
H: 2.489 5.301 -2.996
H: 1.176 3.432 -3.993
H: 1.174 1.437 -0.223

Properties
energy relative to the best compared isomer or geometry (same formula, charge and spin) = 259.5 kJ/mol
HOMO energy (spin up / spin down) = -0.284 / -0.346 Ha
multiplicity = 3
LUMO level (spin up / spin down) = -0.031 / -0.039 Eh
net charge = 0
gap between HOMO and LUMO (spin up / spin down) = 6.89 / 8.36 eV
⟨S²⟩ = 2.009


No. 6
Computed, not measured: a molecular structure, C21H16BrN4O5V, with ωB97M-V/def2-TZVPD.

Atoms and positions in Å:
V: -0.275 0.835 0.140
C: -2.250 -2.759 0.763
C: -2.914 -1.473 0.428
N: -2.311 -0.334 0.143
C: -3.297 0.583 -0.108
C: -4.520 -0.002 0.013
N: -4.253 -1.295 0.360
C: -5.927 0.457 -0.137
O: -6.102 1.709 -0.504
O: -6.817 -0.329 0.041
C: -2.872 1.964 -0.371
O: -3.629 2.880 -0.574
O: -1.545 2.064 -0.352
H: -1.180 -2.593 0.867
H: -2.420 -3.496 -0.022
H: -2.637 -3.165 1.697
H: -4.984 -1.976 0.520
H: -5.269 2.201 -0.623
O: 0.331 -0.419 1.244
C: 1.402 -1.216 1.188
C: 1.943 -1.698 2.378
C: 3.039 -2.534 2.361
C: 3.613 -2.911 1.149
C: 3.076 -2.450 -0.031
C: 1.966 -1.599 -0.040
C: 1.372 -1.146 -1.287
N: 0.439 -0.202 -1.424
C: 0.128 -0.082 -2.762
C: 0.889 -0.965 -3.451
N: 1.648 -1.625 -2.515
H: 1.480 -1.393 3.307
H: 3.454 -2.895 3.292
H: 4.477 -3.560 1.132
H: 3.544 -2.741 -0.964
H: -0.602 0.624 -3.118
H: 0.951 -1.180 -4.502
H: 2.299 -2.366 -2.713
Br: 4.664 5.219 0.660
C: 3.297 3.928 0.500
C: 2.705 3.714 -0.737
C: 1.710 2.759 -0.852
C: 1.293 2.026 0.262
C: 1.906 2.259 1.496
C: 2.907 3.209 1.619
H: 3.023 4.289 -1.595
H: 1.251 2.604 -1.823
H: 1.614 1.692 2.374
H: 3.384 3.389 2.573

Properties
energy relative to the best compared isomer or geometry (same formula, charge and spin) = 22.6 kJ/mol
HOMO energy (spin up / spin down) = -0.427 / -0.429 Ha
multiplicity = 2
LUMO level (spin up / spin down) = -0.176 / -0.153 Eh
net charge = +1
gap between HOMO and LUMO (spin up / spin down) = 6.82 / 7.50 eV
⟨S²⟩ = 0.763


No. 7
Computed, not measured: a molecular structure, C21H16CrN4O3S, with ωB97M-V/def2-TZVPD.

Atoms and positions in Å:
Cr: -0.567 -1.399 -1.303
O: 3.052 -1.374 2.697
C: 3.818 -1.441 1.597
C: 5.202 -1.443 1.769
C: 6.046 -1.515 0.680
C: 5.528 -1.587 -0.611
C: 4.161 -1.585 -0.789
C: 3.283 -1.510 0.297
C: 1.832 -1.505 0.032
O: 1.431 -1.561 -1.200
N: 1.016 -1.453 1.066
N: -0.305 -1.457 0.680
C: -1.218 -1.363 1.580
C: -2.627 -1.317 1.313
C: -3.490 -1.213 2.423
C: -4.853 -1.155 2.291
C: -5.407 -1.203 1.006
C: -4.600 -1.303 -0.100
C: -3.192 -1.360 0.002
O: -2.495 -1.451 -1.096
H: 2.109 -1.404 2.400
H: 5.586 -1.390 2.779
H: 7.118 -1.516 0.836
H: 6.189 -1.647 -1.465
H: 3.732 -1.642 -1.779
H: -0.896 -1.303 2.620
H: -3.043 -1.180 3.411
H: -5.489 -1.076 3.161
H: -6.481 -1.160 0.877
H: -5.021 -1.340 -1.096
N: -0.239 -0.193 -3.627
C: -0.424 0.999 -2.938
N: -0.417 0.977 -1.653
C: -0.613 2.234 -1.119
C: -0.648 2.540 0.238
C: -0.885 3.848 0.611
C: -1.089 4.846 -0.345
C: -1.059 4.556 -1.697
C: -0.815 3.243 -2.072
S: -0.706 2.553 -3.675
H: 0.627 -0.655 -3.329
H: -0.256 -0.149 -4.636
H: -0.490 1.755 0.965
H: -0.915 4.106 1.661
H: -1.273 5.862 -0.024
H: -1.217 5.329 -2.436

Properties
energy relative to the best compared isomer or geometry (same formula, charge and spin) = 96.8 kJ/mol
HOMO energy (spin up / spin down) = -0.272 / -0.282 Ha
multiplicity = 5
LUMO level (spin up / spin down) = -0.001 / -0.002 Eh
net charge = 0
gap between HOMO and LUMO (spin up / spin down) = 7.39 / 7.61 eV
⟨S²⟩ = 6.015


No. 8
Computed, not measured: a single C21H16F3N7O molecule in a non-equilibrium geometry, with ωB97M-V/def2-TZVPD.

Atoms and positions in Å:
O: 4.072 -2.085 0.389
F: -0.559 3.773 0.290
F: -1.509 4.405 2.213
F: -0.027 2.702 2.188
N: -5.278 -1.748 0.289
N: -6.431 -2.283 0.013
N: -6.812 -0.180 0.656
N: 6.334 -1.259 -3.510
N: 1.098 0.405 -1.256
C: 4.026 -1.451 -0.633
C: -5.513 -0.442 0.625
C: 7.447 -0.729 -2.949
C: 5.301 -1.583 -2.756
C: -0.054 0.907 -0.787
C: 1.696 -0.512 -0.534
C: 1.157 -1.040 0.654
C: -4.600 1.843 1.253
C: -0.057 -0.520 1.147
C: -3.079 0.071 0.726
C: 7.498 -0.441 -1.556
C: -3.537 2.752 1.415
C: -4.387 0.499 0.904
C: 5.282 -1.270 -1.392
C: -0.664 0.479 0.411
C: -1.998 0.982 0.826
C: 6.383 -0.663 -0.764
C: -2.194 2.313 1.230
N: 2.885 -0.824 -1.136
N: -7.351 -1.336 0.271
C: 6.434 -0.203 0.663
C: -1.031 3.310 1.495
C: -8.797 -1.594 0.259
H: 8.303 -0.507 -3.556
H: 4.399 -2.042 -3.171
H: -0.600 1.595 -1.429
H: 1.700 -1.805 1.167
H: -5.634 2.184 1.353
H: -0.464 -0.892 2.114
H: -2.855 -0.936 0.391
H: 8.391 -0.012 -1.122
H: -3.757 3.786 1.756
H: 2.993 -0.304 -1.979
H: 6.254 -1.057 1.322
H: 7.424 0.217 0.824
H: 5.630 0.504 0.846
H: -9.334 -0.638 0.164
H: -9.104 -2.059 1.210
H: -9.083 -2.311 -0.538

Properties
energy relative to the best compared isomer or geometry (same formula, charge and spin) = 0.0 kJ/mol
HOMO energy = -0.323 Ha
LUMO level = 0.002 Eh
net charge = 0
SMILES = Cc1ccncc1C(=O)Nc1ccc(-c2cc(-c3nnn(C)n3)ccc2C(F)(F)F)cn1
gap between HOMO and LUMO = 8.84 eV


Values for total energy, Ha, ordered as above
-2491.1508, -18550.6072, -3563.1404, -4509.1570, -4142.0139, -4923.0148, -2697.3510, -1567.9913
Values for molecular weight, u, ordered as above
650.014, 1818.670, 764.272, 684.315, 686.117, 535.230, 456.447, 439.401